{
  "formula": "C4H6NO4P",
  "method": "ωB97M-V/def2-TZVPD",
  "symbols": ["C", "C", "C", "C", "N", "O", "O", "O", "O", "P", "H", "H", "H", "H", "H", "H"],
  "xyz": [[1.816, 0.876, 0.023], [-0.421, 0.185, 0.160], [1.881, -0.703, -0.019], [0.395, -1.066, -0.077], [0.438, 1.237, 0.083], [2.775, 1.597, 0.105], [-1.627, 0.368, 0.234], [-4.311, -0.186, 0.330], [0.011, 2.523, 0.185], [-3.204, -0.527, -0.492], [2.589, -1.146, -0.660], [2.259, -0.929, 0.880], [0.201, -1.757, 0.877], [-0.060, -1.707, -0.961], [-0.320, 3.021, -0.633], [-2.421, -1.786, -0.033]],
  "forces_ev_per_angstrom": [[0.2, -0.6, -0.3], [3.7, -1.5, -0.5], [-2.9, 3.1, -1.9], [-2.1, -3.3, 1.7], [2.2, 0.9, -1.8], [-0.6, 0.3, -0.2], [-5.1, 0.4, 0.6], [-3.0, 1.4, 2.6], [-0.4, 1.6, 0.4], [5.1, -2.4, -2.1], [0.4, -0.1, -1.6], [1.1, -0.9, 3.7], [0.2, 1.0, -2.0], [1.2, 1.4, 1.3], [0.9, -2.1, 0.8], [-1.0, 0.9, -0.7]],
  "multiplicity": 3,
  "s2": 2.016,
  "gap_ev": [5.52, 7.34],
  "total_energy_ha": -852.8761
}

{
  "formula": "C11H21N3O5",
  "method": "ωB97M-V/def2-TZVPD",
  "symbols": ["N", "C", "C", "C", "C", "C", "N", "C", "O", "N", "C", "C", "C", "C", "O", "O", "C", "O", "O", "H", "H", "H", "H", "H", "H", "H", "H", "H", "H", "H", "H", "H", "H", "H", "H", "H", "H", "H", "H", "H"],
  "xyz": [[0.270, 3.248, 0.951], [0.879, 3.381, -0.477], [0.070, 2.703, -1.540], [-0.083, 1.177, -1.516], [-0.386, 0.403, -2.845], [-0.797, -1.069, -2.490], [-2.009, -0.812, -1.972], [0.065, -1.848, -1.510], [1.155, -2.206, -2.004], [-0.206, -1.714, -0.069], [0.641, -2.319, 0.962], [0.647, -1.668, 2.399], [0.497, -0.042, 2.010], [0.630, 0.635, 3.348], [0.581, 0.042, 4.450], [0.712, 2.021, 3.305], [0.211, -3.740, 1.251], [0.824, -4.411, 1.995], [-0.848, -4.237, 0.617], [0.733, 4.146, 1.303], [-0.777, 3.419, 0.805], [0.860, 4.489, -0.824], [1.904, 2.999, -0.457], [-0.941, 3.352, -1.658], [0.640, 3.139, -2.464], [0.923, 0.758, -1.254], [-0.819, 0.656, -0.789], [-1.341, 0.754, -3.251], [0.348, 0.456, -3.734], [-0.803, -1.680, -3.413], [-2.790, -1.572, -1.829], [-2.542, -0.022, -2.432], [-1.170, -1.544, 0.089], [1.694, -2.381, 0.659], [1.567, -1.958, 2.918], [-0.271, -2.210, 3.006], [-0.673, 0.276, 1.711], [1.326, 0.294, 1.434], [0.234, 2.260, 2.295], [-0.959, -5.175, 1.021]],
  "forces_ev_per_angstrom": [[0.0, 2.4, -2.0], [-1.0, 0.7, 0.7], [-1.5, 2.2, -2.4], [0.8, -1.8, -0.1], [1.1, 0.3, -1.0], [1.7, -0.6, -1.7], [-8.9, -0.3, 2.2], [3.8, 1.4, 1.1], [-2.2, -0.2, 2.0], [1.7, -0.5, -3.3], [-0.7, -1.1, 0.2], [-3.0, 0.8, -1.8], [-3.0, -2.1, 3.4], [-0.5, 0.9, 3.9], [0.5, 1.7, -3.3], [-2.0, -1.8, -3.0], [0.1, 0.7, -1.7], [1.6, -1.7, 2.2], [-1.2, -1.8, 0.4], [-1.5, -1.7, 0.5], [1.9, 0.2, 0.4], [0.4, -1.6, 1.0], [-0.1, 0.1, 0.2], [1.8, -1.8, 0.4], [-1.0, -1.5, 1.0], [-0.6, 0.5, 0.3], [1.2, 1.8, -0.8], [0.5, 0.4, -0.4], [-0.6, 0.1, 1.9], [0.3, 0.2, 0.2], [2.6, 1.4, -0.5], [0.9, -1.5, 0.9], [-0.8, 0.1, 0.5], [-0.4, 0.2, -0.5], [-0.3, 0.5, -0.2], [2.2, 2.2, -1.3], [3.5, -1.0, 0.1], [0.1, 0.2, -1.3], [2.5, 0.0, 2.8], [0.3, 2.1, -1.0]],
  "gap_ev": 9.79,
  "smiles": "NCCCC[C@H](N)C(=O)N[C@@H](CCC(=O)O)C(=O)O",
  "de_lowest_kcal_mol": 104.0,
  "total_energy_ha": -972.1037
}

{
  "formula": "C21H47O2P3Sn",
  "method": "ωB97M-V/def2-TZVPD",
  "symbols": ["Sn", "P", "P", "P", "H", "C", "C", "H", "C", "C", "C", "C", "C", "C", "C", "C", "C", "H", "H", "H", "H", "H", "H", "H", "H", "H", "H", "H", "H", "H", "H", "H", "H", "H", "H", "H", "H", "H", "H", "H", "H", "H", "H", "H", "H", "H", "C", "C", "C", "C", "C", "C", "O", "H", "H", "H", "H", "H", "H", "C", "C", "O", "C", "C", "H", "H", "H", "H", "H", "H", "H", "H", "H", "H"],
  "xyz": [[-0.182, -0.006, 0.356], [-1.201, 1.456, 2.276], [-0.591, -2.392, 1.609], [-2.458, -0.465, -0.902], [2.349, 1.051, -0.821], [1.658, 1.695, -1.394], [0.188, 1.540, -1.063], [-0.055, 2.394, -0.387], [-0.048, 2.068, 3.531], [-2.479, 0.596, 3.232], [-2.045, 2.968, 1.725], [-0.049, -3.735, 0.512], [0.591, -2.339, 2.990], [-2.133, -3.022, 2.335], [-3.034, 0.978, -1.843], [-3.964, -1.087, -0.100], [-2.101, -1.707, -2.186], [1.963, 2.737, -1.222], [-0.521, 1.579, -1.914], [0.535, 2.910, 3.134], [0.633, 1.277, 3.874], [-0.661, 2.417, 4.374], [-2.039, -0.205, 3.843], [-3.267, 0.185, 2.588], [-2.912, 1.361, 3.893], [-1.390, 3.599, 1.111], [-2.313, 3.508, 2.642], [-2.957, 2.722, 1.169], [-0.264, -4.699, 0.992], [1.024, -3.668, 0.298], [-0.591, -3.693, -0.440], [1.044, -3.327, 3.135], [0.074, -2.046, 3.915], [1.388, -1.607, 2.801], [-2.018, -4.094, 2.538], [-2.978, -2.889, 1.650], [-2.365, -2.505, 3.274], [-4.074, 0.761, -2.142], [-2.433, 1.149, -2.750], [-3.032, 1.891, -1.225], [-4.816, -0.727, -0.694], [-4.068, -0.714, 0.925], [-3.969, -2.185, -0.101], [-2.894, -1.620, -2.943], [-2.113, -2.718, -1.756], [-1.128, -1.528, -2.668], [1.396, 1.609, -3.953], [1.935, 0.797, -5.096], [0.835, -0.067, -5.548], [-0.460, 0.355, -5.440], [-0.812, 1.552, -4.757], [0.151, 2.242, -4.025], [2.171, 1.505, -2.891], [2.776, 0.327, -4.578], [2.265, 1.513, -5.874], [1.091, -0.965, -6.109], [-1.268, -0.209, -5.919], [-1.841, 1.916, -4.782], [-0.061, 3.173, -3.491], [3.202, -2.005, 0.365], [3.792, -0.696, 0.793], [2.748, 0.112, 1.356], [3.296, 1.306, 1.937], [3.854, 1.043, 3.318], [2.382, -1.867, -0.351], [2.832, -2.566, 1.234], [3.967, -2.613, -0.120], [4.581, -0.856, 1.547], [4.236, -0.164, -0.065], [4.098, 1.692, 1.288], [2.493, 2.040, 1.967], [4.704, 0.354, 3.266], [4.224, 1.982, 3.752], [3.112, 0.625, 4.005]],
  "forces_ev_per_angstrom": [[-2.1, -0.8, 1.3], [-0.2, 0.5, 0.8], [1.8, -1.1, 0.4], [-0.4, -0.2, -0.5], [-0.4, 0.2, -0.6], [1.6, 1.5, -1.8], [0.9, 0.6, -0.2], [0.0, -0.5, -0.5], [0.4, -0.2, -0.1], [0.0, -0.4, -0.1], [0.1, -0.2, -0.6], [0.1, 0.2, -0.6], [0.1, 0.5, 0.2], [-0.9, 1.0, -0.2], [-0.1, 0.4, 0.0], [-0.1, 0.0, 0.3], [0.1, 0.0, 0.0], [0.0, -0.3, 0.1], [0.5, -0.5, 0.7], [-0.1, -0.2, 0.1], [-0.2, 0.3, 0.0], [0.2, 0.0, -0.2], [-0.2, 0.3, -0.1], [0.2, 0.2, 0.3], [0.0, -0.3, -0.1], [-0.2, -0.1, 0.2], [0.0, 0.0, -0.2], [0.1, 0.1, 0.1], [0.0, 0.2, 0.0], [-0.2, 0.0, 0.1], [0.1, -0.1, 0.2], [-0.2, 0.1, 0.0], [0.1, -0.1, -0.2], [-0.1, -0.3, 0.0], [0.3, 0.2, -0.1], [0.1, -0.2, 0.2], [0.1, -0.1, -0.2], [0.4, 0.2, 0.0], [-0.2, -0.1, 0.4], [-0.1, -0.3, -0.3], [0.1, -0.2, 0.2], [-0.1, -0.1, -0.3], [-0.1, 0.3, 0.0], [0.2, -0.2, 0.1], [0.0, 0.3, -0.2], [-0.3, 0.0, 0.1], [1.5, -0.3, 0.8], [0.0, 0.9, 2.6], [-1.3, 0.0, -1.2], [0.1, -1.5, -0.5], [1.1, 1.1, 0.3], [-1.3, 0.3, -0.2], [-2.0, 0.0, 1.2], [0.2, -0.4, -1.1], [0.0, -0.4, -0.2], [-0.1, 0.3, -0.1], [0.4, 0.1, 0.2], [0.3, 0.0, -0.1], [0.0, -0.4, 0.0], [0.1, -0.4, 0.2], [0.2, -0.1, -0.1], [-0.7, -0.1, -0.4], [0.4, 0.3, 0.3], [0.2, 0.1, 0.2], [0.0, 0.1, -0.1], [0.1, 0.1, -0.2], [-0.1, -0.1, 0.0], [-0.3, 0.1, -0.3], [0.0, -0.1, 0.2], [-0.3, 0.0, 0.0], [-0.1, 0.1, 0.0], [-0.1, 0.2, 0.1], [-0.1, -0.2, -0.1], [0.0, 0.0, -0.1]],
  "total_charge": 4,
  "gap_ev": 6.08,
  "de_lowest_kcal_mol": 0.0,
  "total_energy_ha": -2215.6008
}

{
  "formula": "C23H41N2OP3Ti",
  "method": "ωB97M-V/def2-TZVPD",
  "symbols": ["Ti", "P", "P", "P", "H", "C", "C", "H", "C", "C", "C", "C", "C", "C", "C", "C", "C", "H", "H", "H", "H", "H", "H", "H", "H", "H", "H", "H", "H", "H", "H", "H", "H", "H", "H", "H", "H", "H", "H", "H", "H", "H", "H", "H", "H", "H", "C", "C", "C", "C", "C", "C", "O", "H", "H", "H", "H", "H", "H", "N", "C", "C", "C", "C", "C", "N", "C", "H", "H", "H", "H"],
  "xyz": [[-0.191, -0.277, -1.118], [0.074, -2.403, -1.873], [2.392, -0.018, -0.434], [-2.720, 0.126, -1.348], [1.572, 3.670, -1.666], [0.651, 4.080, -1.204], [0.389, 3.752, 0.082], [1.126, 3.326, 0.813], [1.079, -2.372, -3.400], [1.126, -3.453, -0.870], [-1.416, -3.257, -2.356], [3.264, 1.495, 0.166], [2.883, -1.120, 0.962], [3.626, -0.581, -1.666], [-3.199, 1.671, -0.421], [-4.033, -1.085, -0.865], [-3.293, 0.465, -3.020], [-0.178, 4.252, -1.899], [-0.624, 3.642, 0.540], [0.420, -2.181, -4.252], [1.552, -3.350, -3.519], [1.922, -1.659, -3.383], [0.913, -4.490, -1.139], [0.892, -3.281, 0.182], [2.188, -3.228, -1.041], [-1.112, -4.151, -2.911], [-2.072, -2.635, -2.978], [-1.974, -3.528, -1.458], [4.319, 1.490, -0.158], [3.262, 1.535, 1.268], [2.788, 2.401, -0.220], [3.971, -1.105, 1.090], [2.578, -2.149, 0.775], [2.412, -0.777, 1.888], [4.635, -0.362, -1.295], [3.497, -0.054, -2.615], [3.560, -1.657, -1.861], [-4.223, 1.996, -0.691], [-2.460, 2.470, -0.645], [-3.151, 1.480, 0.665], [-4.968, -0.894, -1.414], [-4.244, -1.017, 0.207], [-3.668, -2.098, -1.081], [-4.309, 0.870, -2.997], [-3.269, -0.454, -3.616], [-2.624, 1.183, -3.496], [0.057, 1.072, -4.093], [0.623, 0.243, -5.074], [0.425, 0.417, -6.447], [-0.316, 1.548, -6.809], [-1.002, 2.319, -5.872], [-0.820, 2.121, -4.483], [0.140, 0.541, -2.797], [0.403, -0.539, -2.898], [1.341, -0.523, -4.777], [0.916, -0.302, -7.117], [-0.366, 1.826, -7.857], [-1.692, 3.130, -6.198], [-1.398, 2.693, -3.725], [2.361, 0.917, 4.734], [1.470, 0.645, 4.029], [0.321, 0.292, 3.211], [-0.854, -0.240, 3.730], [-1.807, -0.711, 2.852], [-1.546, -0.748, 1.495], [-0.490, -0.098, 1.019], [0.370, 0.519, 1.846], [-0.976, -0.335, 4.793], [-2.738, -1.106, 3.138], [-2.160, -1.284, 0.789], [1.137, 1.193, 1.438]],
  "forces_ev_per_angstrom": [[0.1, 4.7, 3.0], [1.4, -3.6, -1.8], [2.4, -0.6, 0.9], [-2.7, 1.0, 0.5], [-0.2, 1.3, 0.3], [-0.5, -2.7, 0.5], [-0.3, -1.4, 0.4], [-0.2, 0.9, -1.0], [0.2, 0.4, -0.4], [0.1, 0.2, 1.1], [-0.8, 0.1, 0.2], [-0.5, 0.9, 0.0], [-0.7, -0.2, 0.1], [-0.4, -0.2, -0.8], [0.9, 0.0, 0.2], [0.7, -0.4, 0.6], [0.9, 0.0, -0.8], [0.4, 0.6, 0.3], [0.7, 1.1, -0.6], [0.2, -0.1, 0.0], [-0.2, -0.2, 0.1], [-0.4, -0.3, 0.1], [0.0, 0.0, 0.0], [0.1, -0.4, 0.1], [-0.4, -0.1, -0.1], [-0.1, 0.0, 0.1], [0.2, -0.1, 0.0], [0.0, -0.3, 0.0], [-0.5, -0.2, 0.0], [-0.1, -0.1, -0.4], [0.2, 0.0, 0.1], [-0.1, 0.2, -0.2], [0.1, 0.1, 0.2], [0.3, -0.2, -0.1], [-0.3, -0.1, 0.0], [0.1, 0.0, 0.0], [0.1, 0.2, 0.1], [0.5, -0.3, 0.0], [-0.6, -0.3, 0.0], [-0.1, 0.1, -0.4], [0.5, 0.1, 0.0], [0.0, 0.0, -0.2], [-0.4, 0.1, 0.0], [0.1, -0.1, 0.1], [-0.2, 0.1, 0.0], [-0.4, -0.1, -0.1], [-0.9, 0.3, -3.2], [0.7, -0.1, -0.2], [0.2, 0.6, 1.3], [-0.1, -0.4, -0.8], [0.0, 0.8, 1.1], [0.0, -0.6, 0.6], [0.2, -3.1, 1.6], [-0.1, 2.8, -1.5], [-0.4, 0.4, -0.2], [-0.3, 0.7, 0.0], [-0.3, -0.1, 0.1], [0.8, -0.7, 0.2], [0.7, -0.2, -0.8], [-1.6, -0.6, -1.6], [0.8, 0.7, 1.3], [0.5, 0.7, 0.2], [0.2, -0.3, 0.1], [0.0, -0.3, -1.0], [-0.1, 0.0, 1.3], [0.7, 0.6, -2.2], [0.6, 0.2, 0.2], [-0.2, 0.0, 0.4], [-0.9, -0.6, 0.9], [-0.2, 0.0, 0.1], [-0.5, -0.6, 0.1]],
  "total_charge": 4,
  "gap_ev": 4.94,
  "de_lowest_kcal_mol": 100.9,
  "total_energy_ha": -2957.5554
}